1.
{
  "formula": "C7H8N2S",
  "method": "wB97M-V/def2-TZVPD",
  "e_lumo_ev": 0.570,
  "e_homo_ev": -8.273,
  "e_tot_ha": -779.09793,
  "max_force_ev_per_a": 4.43,
  "e_above_lowest_kcal_mol": 87.8,
  "homo_lumo_gap_ev": 8.84,
  "symbols": ["C", "C", "C", "C", "C", "C", "C", "N", "N", "S", "H", "H", "H", "H", "H", "H", "H", "H"],
  "coordinates": [[-2.509, -0.512, -0.076], [0.765, -1.281, -1.127], [1.140, -1.514, 0.276], [0.104, -0.241, -1.599], [0.669, -0.799, 1.273], [-0.623, 0.838, -0.086], [-2.127, 0.893, -0.170], [-2.824, -1.606, 0.185], [-0.213, 0.209, 1.177], [0.211, 2.467, -0.171], [1.335, -1.999, -1.835], [1.936, -2.173, 0.448], [-0.238, 0.096, -2.588], [1.196, -0.829, 2.257], [-2.418, 1.208, -1.083], [-2.702, 1.431, 0.525], [-1.090, 0.133, 1.761], [-0.543, 2.835, -1.290]],
  "lowdin_charge": [-0.228, -0.158, -0.103, 0.034, -0.192, -0.689, -0.191, 0.172, -0.056, 0.744, 0.129, 0.079, 0.083, 0.135, 0.076, 0.116, 0.154, -0.103]
}

---

2.
{
  "formula": "C7H8N3",
  "method": "wB97M-V/def2-TZVPD",
  "e_lumo_ev": [-6.924, -4.876],
  "e_homo_ev": [-13.782, -13.744],
  "e_tot_ha": -435.36678,
  "total_charge": 1,
  "max_force_ev_per_a": 4.52,
  "e_above_lowest_kcal_mol": 91.9,
  "homo_lumo_gap_ev": [6.86, 8.87],
  "symbols": ["C", "C", "C", "C", "C", "C", "C", "N", "N", "N", "H", "H", "H", "H", "H", "H", "H", "H"],
  "coordinates": [[1.985, -0.994, -0.176], [0.861, 1.261, -0.191], [0.861, -1.519, 0.318], [-1.631, 1.322, 0.372], [-2.772, -0.488, -0.511], [-0.256, 0.617, 0.296], [2.151, 0.557, -0.171], [-2.696, 0.820, 0.004], [-2.155, -1.538, -0.246], [-0.236, -0.726, 0.682], [2.884, -1.467, -0.571], [0.817, 2.240, -0.556], [0.625, -2.538, 0.120], [-1.538, 2.492, 0.567], [-3.584, -0.752, -1.145], [2.741, 0.710, 0.765], [2.658, 1.104, -0.992], [-0.716, -1.101, 1.435]],
  "lowdin_charge": [0.035, 0.037, -0.058, -0.074, -0.257, -0.148, -0.122, 0.108, 0.250, 0.109, 0.133, 0.118, 0.131, 0.177, 0.122, 0.162, 0.142, 0.136]
}

---

3.
{
  "formula": "C7H8N4",
  "method": "wB97M-V/def2-TZVPD",
  "e_lumo_ev": 0.385,
  "e_homo_ev": -9.225,
  "e_tot_ha": -490.52182,
  "max_force_ev_per_a": 3.40,
  "e_above_lowest_kcal_mol": 32.3,
  "smiles": "CCN(C#N)c1ncccn1",
  "homo_lumo_gap_ev": 9.61,
  "symbols": ["C", "C", "N", "C", "N", "C", "N", "C", "C", "C", "N", "H", "H", "H", "H", "H", "H", "H", "H"],
  "coordinates": [[-2.777, -0.852, 0.239], [-1.861, 0.269, 0.619], [-0.535, -0.265, 0.770], [-0.414, -1.283, 1.595], [-0.314, -2.155, 2.323], [0.606, 0.169, 0.046], [1.682, -0.651, 0.073], [2.808, -0.221, -0.497], [2.867, 0.990, -1.147], [1.693, 1.733, -1.172], [0.539, 1.342, -0.620], [-2.696, -1.717, 1.039], [-3.845, -0.485, 0.006], [-2.488, -1.318, -0.634], [-1.815, 0.938, -0.133], [-2.304, 0.646, 1.523], [3.570, -1.009, -0.437], [3.694, 1.275, -1.687], [1.591, 2.594, -1.906]],
  "lowdin_charge": [-0.090, -0.210, -0.023, -0.329, 0.183, -0.286, 0.132, -0.115, -0.057, -0.123, 0.130, 0.113, 0.111, 0.039, 0.073, 0.124, 0.122, 0.073, 0.132]
}

---

4.
{
  "formula": "C7H8N4",
  "method": "wB97M-V/def2-TZVPD",
  "e_lumo_ev": 0.960,
  "e_homo_ev": -7.901,
  "e_tot_ha": -490.55102,
  "max_force_ev_per_a": 3.05,
  "e_above_lowest_kcal_mol": 13.9,
  "smiles": "CNc1nccn2ccnc12",
  "homo_lumo_gap_ev": 8.86,
  "symbols": ["C", "N", "C", "N", "C", "C", "N", "C", "C", "N", "C", "H", "H", "H", "H", "H", "H", "H", "H"],
  "coordinates": [[-2.680, -0.718, 0.033], [-2.010, 0.521, -0.136], [-0.687, 0.824, -0.069], [-0.341, 2.081, -0.044], [1.000, 2.350, -0.055], [1.951, 1.361, -0.036], [1.535, 0.041, -0.070], [2.183, -1.120, -0.002], [1.221, -2.102, -0.016], [-0.036, -1.591, -0.143], [0.215, -0.286, -0.088], [-3.754, -0.531, 0.176], [-2.602, -1.407, -0.778], [-2.293, -1.241, 0.916], [-2.583, 1.319, 0.063], [1.201, 3.402, 0.061], [2.943, 1.543, 0.262], [3.261, -1.309, -0.213], [1.478, -3.138, 0.139]],
  "lowdin_charge": [-0.121, 0.007, -0.278, 0.098, -0.121, -0.038, -0.022, -0.083, -0.132, 0.129, -0.238, 0.090, 0.066, 0.082, 0.126, 0.099, 0.100, 0.137, 0.099]
}

---

5.
{
  "formula": "C7H8N4",
  "method": "wB97M-V/def2-TZVPD",
  "e_lumo_ev": -0.120,
  "e_homo_ev": -9.862,
  "e_tot_ha": -490.44830,
  "max_force_ev_per_a": 15.27,
  "e_above_lowest_kcal_mol": 78.4,
  "smiles": "[H]/N=C(\\C#N)c1cccnc1.N",
  "homo_lumo_gap_ev": 9.74,
  "symbols": ["H", "N", "C", "C", "N", "C", "C", "C", "C", "N", "C", "H", "H", "H", "H", "N", "H", "H", "H"],
  "coordinates": [[-2.518, 1.315, 1.183], [-1.543, 1.305, 0.892], [-1.115, 0.170, 0.689], [-1.876, -1.013, 1.078], [-2.407, -1.933, 1.529], [0.383, -0.054, 0.479], [0.871, -1.254, -0.032], [2.203, -1.577, -0.067], [3.085, -0.558, 0.249], [2.653, 0.659, 0.678], [1.367, 0.812, 0.869], [0.182, -2.033, -0.551], [2.638, -2.478, -0.261], [4.106, -0.631, 0.087], [1.263, 1.735, 1.326], [-2.218, 1.167, -1.844], [-2.590, 1.825, -1.493], [-1.453, 1.472, -2.413], [-3.031, 1.069, -2.397]],
  "lowdin_charge": [0.084, 0.175, -0.361, -0.156, 0.170, -0.144, -0.033, -0.057, -0.100, 0.075, -0.123, 0.155, 0.077, 0.084, 0.097, 0.114, -0.135, 0.047, 0.031]
}

---

6.
{
  "formula": "C7H8N5O",
  "method": "wB97M-V/def2-TZVPD",
  "e_lumo_ev": -4.518,
  "e_homo_ev": -12.406,
  "e_tot_ha": -620.15857,
  "total_charge": 1,
  "max_force_ev_per_a": 5.05,
  "e_above_lowest_kcal_mol": 70.7,
  "smiles": "NCN=C=CNC#[N+]/C=C\\N=C=O",
  "homo_lumo_gap_ev": 7.89,
  "symbols": ["N", "C", "N", "C", "C", "N", "C", "N", "C", "C", "N", "C", "O", "H", "H", "H", "H", "H", "H", "H", "H"],
  "coordinates": [[0.381, -0.313, -3.446], [1.462, -0.146, -2.514], [1.516, -0.778, -1.253], [0.745, -1.472, -0.643], [-0.120, -2.300, 0.032], [-1.011, -1.777, 1.028], [-1.486, -0.588, 1.095], [-2.008, 0.461, 1.156], [-1.903, 1.728, 1.737], [-0.813, 2.315, 2.287], [0.380, 1.619, 2.324], [1.547, 1.405, 2.283], [2.634, 1.014, 2.371], [-0.525, 0.194, -3.389], [0.216, -1.340, -3.585], [1.491, 0.970, -2.457], [2.509, -0.522, -2.985], [-0.088, -3.463, -0.058], [-1.303, -2.465, 1.742], [-2.741, 2.235, 1.548], [-0.884, 3.222, 2.728]],
  "lowdin_charge": [0.001, -0.328, 0.112, -0.056, -0.079, 0.084, -0.031, 0.224, -0.048, -0.008, 0.168, -0.277, 0.214, 0.093, 0.095, 0.133, 0.176, 0.157, 0.195, 0.075, 0.101]
}

---

7.
{
  "formula": "C7H8NO3",
  "method": "wB97M-V/def2-TZVPD",
  "e_lumo_ev": 3.461,
  "e_homo_ev": -4.526,
  "e_tot_ha": -552.00089,
  "total_charge": -1,
  "max_force_ev_per_a": 3.43,
  "e_above_lowest_kcal_mol": 23.1,
  "smiles": "CC(C)[C@H]1O[C@@]1(C#N)C(=O)[O-]",
  "homo_lumo_gap_ev": 7.99,
  "symbols": ["C", "C", "C", "C", "O", "C", "C", "N", "C", "O", "O", "H", "H", "H", "H", "H", "H", "H", "H"],
  "coordinates": [[-0.095, -0.420, 1.740], [-0.365, -0.960, 0.356], [-1.799, -1.542, 0.411], [-0.438, 0.237, -0.593], [-0.373, 1.555, -0.224], [0.682, 1.149, -1.044], [0.726, 1.603, -2.371], [0.921, 1.928, -3.458], [2.342, 1.453, -0.384], [3.024, 1.776, -1.320], [2.513, 1.027, 0.738], [-0.713, 0.497, 1.866], [0.942, -0.214, 1.973], [-0.317, -1.260, 2.355], [0.413, -1.704, 0.154], [-2.141, -1.849, -0.557], [-2.446, -0.846, 0.859], [-1.815, -2.490, 0.972], [-1.062, 0.061, -1.473]],
  "lowdin_charge": [-0.088, -0.340, -0.084, -0.246, 0.017, -0.262, -0.210, 0.145, -0.628, -0.003, -0.003, 0.102, 0.062, 0.057, 0.145, 0.059, 0.063, 0.076, 0.137]
}

---

8.
{
  "formula": "C7H8O",
  "method": "wB97M-V/def2-TZVPD",
  "e_lumo_ev": 0.603,
  "e_homo_ev": -9.455,
  "e_tot_ha": -346.49729,
  "max_force_ev_per_a": 7.59,
  "e_above_lowest_kcal_mol": 174.6,
  "homo_lumo_gap_ev": 10.06,
  "symbols": ["C", "C", "C", "C", "C", "C", "C", "H", "H", "H", "H", "H", "H", "H", "H", "O"],
  "coordinates": [[-0.232, -0.119, 0.261], [-0.746, 1.004, -0.580], [-0.927, 2.102, 0.073], [1.229, -0.615, -0.079], [2.138, -0.143, -0.871], [-0.927, -1.504, 0.329], [-1.214, -2.768, 0.090], [-0.929, 1.039, 1.801], [-1.186, 0.811, -1.616], [-1.406, 2.907, -0.570], [-0.775, 2.242, 1.187], [1.469, -1.404, 0.694], [1.847, 0.837, -1.509], [3.172, -0.593, -0.893], [-1.482, -3.966, -0.017], [-0.031, 0.171, 1.699]],
  "lowdin_charge": [-0.522, -0.131, -0.004, -0.170, -0.012, -0.059, 0.080, 0.217, 0.156, 0.099, 0.079, 0.126, 0.110, 0.075, 0.095, -0.138]
}